Record 1
Density functional theory data (the ωB97M-V functional and the def2-TZVPD basis) for a single C6H10O molecule at a distorted geometry.

Structure (XYZ):
```
17
C6H10O | OMol25 | the ωB97M-V functional and the def2-TZVPD basis
O 0.944 -3.634 -0.078
C -1.030 2.144 -0.636
C 0.794 -2.425 -0.692
C -0.333 0.997 0.056
C 0.389 -1.347 -0.021
C -0.027 1.213 1.484
C -0.018 -0.113 -0.657
H 0.399 -1.386 1.063
H -0.883 1.462 2.113
H 0.776 1.975 1.738
H -1.541 2.848 0.008
H 1.659 -4.124 -0.491
H 0.263 0.312 2.040
H -0.500 2.939 -1.179
H 1.008 -2.456 -1.756
H -1.813 1.736 -1.257
H -0.087 -0.141 -1.736
```

Properties
2S+1: 1
Maximum force (eV Å⁻¹): 2.3
Total charge: 0
DFT total energy (a.u.): -309.79561
SMILES: CC(C)=C/C=C/O
Relative energy (zero: lowest compared OMol25 entry of this formula, charge and spin) (eV): 1.272
Kohn-Sham gap (eV): 8.59

Let us look at the Löwdin charges, expressed in e, one per atom: -0.0056, -0.0811, -0.2058, -0.3342, -0.0951, -0.0849, -0.0803, 0.1033, 0.0767, 0.1091, 0.0639, 0.0938, 0.0583, 0.0800, 0.1185, 0.0694, 0.1139

Record 2
Density functional theory data (the ωB97M-V functional and the def2-TZVPD basis) for 3 unconnected molecules or ions with the total composition C3H7O2 at a distorted geometry.

Structure (XYZ):
```
12
C3H7O2 | OMol25 | the ωB97M-V functional and the def2-TZVPD basis
O -2.854 0.692 1.498
O 1.683 -0.719 0.809
C 2.263 0.289 0.306
C 1.653 1.357 -0.356
C -1.659 0.618 1.412
H -0.950 -0.198 1.670
H -2.763 -3.936 -3.083
H -2.574 -3.509 -2.483
H -1.037 1.452 1.007
H 3.327 0.439 0.589
H 0.804 1.170 -1.012
H 2.108 2.346 -0.357
```

Properties
2S+1: 1
Maximum force (eV Å⁻¹): 2.0
Total charge: -1
DFT total energy (a.u.): -268.90695
Relative energy (zero: lowest compared OMol25 entry of this formula, charge and spin) (eV): 3.621
Kohn-Sham gap (eV): 6.16

Let us look at the Löwdin charges, expressed in e, one per atom: -0.0467, -0.2272, -0.5664, -0.1519, -0.1524, 0.0756, -0.0042, 0.0043, 0.0632, 0.0565, -0.0158, -0.0350

Record 3
Density functional theory data (the ωB97M-V functional and the def2-TZVPD basis) for 10 unconnected molecules or ions with the total composition C22H64O18 at a distorted geometry.

Structure (XYZ):
```
104
C22H64O18 | OMol25 | the ωB97M-V functional and the def2-TZVPD basis
O 3.710 3.004 -3.596
O -1.713 1.764 1.698
O -3.037 2.446 -0.675
O 4.416 -0.620 -2.811
O 0.767 3.349 2.076
O -0.133 6.676 -3.516
O 5.194 -2.079 -0.365
O -4.638 -2.721 0.862
O -1.538 -4.428 5.479
O 0.565 1.271 -0.798
O 1.593 3.167 -5.530
O -1.885 4.715 -1.946
O 2.907 2.223 0.376
O -1.288 -6.169 0.338
O 0.398 -2.653 2.987
O -1.298 2.068 -2.849
O -0.358 -1.069 0.876
O -3.192 -4.492 -1.108
C 5.004 -0.020 -1.660
C -0.488 4.936 -1.799
C -3.390 -2.480 0.213
C -0.770 -3.223 3.550
C 1.422 2.556 -4.241
C -2.622 1.509 -2.830
C 2.910 2.270 1.814
C -3.271 -3.091 -1.160
C -2.490 1.624 2.899
C 0.843 -5.991 1.470
C -3.583 0.626 2.614
C 0.104 -5.946 0.138
C 2.167 3.518 2.265
C 0.255 -4.602 -0.570
C -1.542 1.175 4.021
C 0.697 -0.104 -1.159
C -3.011 1.215 -1.392
C 2.728 1.979 -3.727
C -0.423 -3.746 4.937
C 4.615 -0.788 -0.408
C -0.111 6.375 -2.139
C 0.830 -0.942 0.080
H -2.587 0.603 -3.435
H -2.236 4.110 -1.268
H -4.229 0.912 1.784
H 6.093 -0.026 -1.733
H -1.447 -7.030 0.731
H -0.887 1.999 4.308
H -1.270 -5.293 5.794
H -4.038 0.829 -1.454
H 1.549 -0.504 0.787
H 3.532 -0.842 -0.301
H -0.167 -4.786 -1.566
H -2.376 0.461 -0.931
H -0.878 2.244 1.823
H -0.168 4.751 -0.769
H -2.755 2.248 0.232
H 0.134 -2.089 2.229
H 0.654 1.795 -4.356
H 5.028 -2.511 -1.210
H -3.334 -1.391 0.138
H 3.982 2.318 2.008
H -0.122 1.659 -1.381
H 2.492 1.372 2.282
H 2.000 2.000 0.083
H -2.942 2.589 3.158
H -0.781 7.053 -1.596
H -0.187 -2.883 5.566
H 1.870 -5.631 1.378
H -0.193 -0.440 -1.707
H -1.438 3.017 -2.677
H -4.196 0.507 3.511
H -3.341 2.185 -3.295
H 2.584 4.386 1.747
H 0.350 4.164 2.371
H -2.150 0.924 4.895
H 2.382 3.724 3.325
H 1.508 -0.229 -1.881
H -3.184 -0.375 2.431
H 0.484 -4.349 4.866
H 0.454 -6.738 -0.536
H -0.284 -3.811 -0.051
H 2.565 1.549 -2.732
H -1.605 -2.515 3.569
H 0.081 4.249 -2.433
H 0.907 6.533 -1.779
H 0.350 -5.316 2.173
H -0.800 -0.202 0.959
H 1.279 -4.323 -0.811
H 1.148 3.375 -3.568
H 4.935 -0.348 -3.572
H -2.433 -2.646 -1.721
H 5.044 -0.217 0.414
H 3.435 3.634 -2.924
H -1.111 -4.043 2.904
H 3.117 1.221 -4.402
H 0.885 -7.004 1.876
H -2.513 -2.786 0.800
H -0.962 0.317 3.688
H -1.006 6.443 -3.853
H -2.526 -4.754 -0.452
H -4.658 -3.684 0.971
H 1.167 -1.958 -0.128
H 1.932 4.052 -5.376
H -4.145 -2.815 -1.762
H 4.661 1.012 -1.555
```

Properties
2S+1: 1
Maximum force (eV Å⁻¹): 1.5
Total charge: 0
DFT total energy (a.u.): -2230.83484
SMILES: CC(C)O.CC(C)O.OCCO.OCCO.OCCO.OCCO.OCCO.OCCO.OCCO.OCCO
Relative energy (zero: lowest compared OMol25 entry of this formula, charge and spin) (eV): 0.000
Kohn-Sham gap (eV): 9.81

These are the Löwdin partial charges, in e, on atoms 1 to 99: -0.0611, -0.0890, -0.0761, -0.0742, -0.0791, -0.0522, -0.0577, -0.0534, -0.0578, -0.0896, -0.0593, -0.0730, -0.0948, -0.0587, -0.0906, -0.1018, -0.0981, -0.0620, -0.2355, -0.2310, -0.2620, -0.2689, -0.2264, -0.1850, -0.2152, -0.2647, -0.4558, -0.0403, -0.0388, -0.4690, -0.2295, -0.0439, -0.0313, -0.2009, -0.2225, -0.2363, -0.2463, -0.2416, -0.2437, -0.2029, 0.1241, 0.0648, 0.0852, 0.1253, 0.1011, 0.0744, 0.0817, 0.1263, 0.1165, 0.0937, 0.0903, 0.0986, 0.0643, 0.1240, 0.0500, 0.0326, 0.1143, 0.0806, 0.0909, 0.1223, 0.0666, 0.1190, 0.0376, 0.1393, 0.1225, 0.1180, 0.0867, 0.1253, 0.0447, 0.0914, 0.1302, 0.1211, 0.0982, 0.0860, 0.1204, 0.1143, 0.0741, 0.1223, 0.1368, 0.0669, 0.0916, 0.1157, 0.0838, 0.1198, 0.0555, 0.0772, 0.0830, 0.0880, 0.0880, 0.1116, 0.1222, 0.0846, 0.0991, 0.1186, 0.0782, 0.1040, 0.0788, 0.0913, 0.0413

Record 4
Density functional theory data (the ωB97M-V functional and the def2-TZVPD basis) for a molecular structure, C17H15HfN7O6S.

Structure (XYZ):
```
47
C17H15HfN7O6S | OMol25 | the ωB97M-V functional and the def2-TZVPD basis
Hf -0.069 -0.758 0.191
S 1.418 -0.653 4.500
O 0.930 -2.859 -0.137
O -0.407 -0.655 -1.991
O -0.615 4.601 -5.279
O -0.512 1.189 -0.065
O -0.653 6.158 -3.781
O -0.177 -4.741 -0.101
N -2.905 -4.304 0.322
N -2.615 -0.729 0.455
N -1.177 -2.717 0.021
N -0.620 5.004 -4.138
N -0.126 -3.554 -0.078
N 2.093 -0.354 0.579
N -3.223 -2.001 0.491
C -0.566 3.452 -0.722
C -0.474 0.327 -2.775
C 4.409 -0.226 0.040
C 3.710 -0.542 2.316
C -2.444 -3.075 0.276
C -0.588 3.980 -3.071
C -0.553 2.663 -3.418
C -0.083 -0.853 2.394
C 3.086 -0.215 -0.322
C -0.593 4.388 -1.733
C 1.237 -0.668 2.793
C 4.722 -0.399 1.387
C 2.388 -0.504 1.893
C -0.919 -0.989 3.541
C -0.525 2.093 -1.035
C -0.248 -0.903 4.725
C -0.516 1.691 -2.397
H -3.868 -4.508 0.542
H 2.789 -0.100 -1.357
H -0.500 0.102 -3.846
H -0.653 -0.969 5.723
H -0.570 3.749 0.317
H -0.620 5.447 -1.516
H 5.756 -0.425 1.704
H -2.274 -5.074 0.148
H -2.775 -0.251 1.341
H -3.032 -0.173 -0.289
H 5.178 -0.109 -0.709
H -0.548 2.381 -4.464
H -1.989 -1.153 3.511
H 3.939 -0.688 3.362
H -4.216 -2.078 0.654
```

Properties
2S+1: 1
Maximum force (eV Å⁻¹): 0.5
Total charge: +2
DFT total energy (a.u.): -1937.18150
Relative energy (zero: lowest compared OMol25 entry of this formula, charge and spin) (eV): 0.134
Kohn-Sham gap (eV): 7.10

Let us look at the Löwdin charges, expressed in e, one per atom: 1.7651, 1.1242, -0.0253, -0.1232, 0.1112, -0.2059, 0.1198, 0.1992, 0.2706, 0.0346, 0.0135, -0.3482, -0.3713, -0.0453, 0.0550, 0.0418, -0.1057, -0.0136, 0.0094, -0.3401, -0.1095, 0.0822, -0.3127, -0.0856, 0.0710, -0.5304, 0.0091, -0.2701, -0.2164, -0.2825, -0.3749, -0.1166, 0.1548, 0.1258, 0.1568, 0.0858, 0.1364, 0.1403, 0.1333, 0.1294, 0.1204, 0.1334, 0.1262, 0.1434, 0.0898, 0.1137, 0.1812